No. 1
Below is a molecular structure, C20H37N2O2P3Ru, with properties calculated with ωB97M-V/def2-TZVPD.

Cartesian coordinates (Å):
P: -2.461 -0.314 2.855
C: -2.590 1.103 3.991
H: -2.829 0.787 5.023
H: -3.303 1.833 3.569
H: -1.587 1.591 3.954
C: -4.024 -0.695 2.022
H: -3.913 -1.672 1.503
H: -4.222 0.035 1.221
H: -4.844 -0.711 2.757
C: -2.232 -1.800 3.876
H: -3.126 -2.000 4.485
H: -1.334 -1.656 4.498
H: -2.020 -2.653 3.205
P: 3.170 -1.299 0.382
C: 3.890 0.158 1.218
H: 4.958 0.018 1.432
H: 3.336 0.363 2.149
H: 3.740 1.044 0.578
C: 3.510 -2.701 1.473
H: 3.288 -3.607 0.880
H: 2.786 -2.657 2.304
H: 4.551 -2.691 1.836
C: 4.266 -1.610 -1.027
H: 5.214 -2.055 -0.680
H: 4.417 -0.658 -1.566
H: 3.728 -2.301 -1.702
P: -0.376 1.781 -3.299
C: -0.013 3.562 -3.288
H: -0.138 4.026 -4.294
H: 1.031 3.777 -2.970
H: -0.692 4.114 -2.601
C: 0.362 0.820 -4.616
H: 0.432 1.413 -5.545
H: -0.300 -0.043 -4.806
H: 1.368 0.462 -4.336
C: -2.106 1.344 -3.236
H: -2.389 0.932 -4.219
H: -2.708 2.238 -3.007
H: -2.282 0.569 -2.466
Ru: -0.337 -1.639 -0.714
C: -0.044 -0.711 0.983
O: 0.159 -0.223 2.068
C: 0.200 0.831 -1.698
O: 0.979 1.289 -0.894
C: 0.109 -2.830 -2.336
C: -1.226 -2.367 -2.389
C: -2.036 -2.555 -1.267
C: -1.563 -3.137 -0.117
C: -0.230 -3.544 -0.062
C: 0.608 -3.395 -1.169
H: 0.709 -2.778 -3.217
H: -1.603 -1.966 -3.300
H: -3.082 -2.280 -1.348
H: -2.202 -3.284 0.745
H: 0.140 -4.072 0.780
H: 1.650 -3.713 -1.116
N: -2.632 2.497 0.054
C: -2.825 3.763 0.509
C: -1.589 4.184 0.981
C: -0.712 3.109 0.781
N: -1.362 2.068 0.214
H: -3.299 1.864 -0.383
H: -3.792 4.245 0.482
H: -1.335 5.135 1.414
H: 0.342 3.083 1.014

Properties
**⟨S²⟩**: 6.015
**LUMO energy (spin up / spin down)**: -12.22 / -14.69 eV
**E_tot**: -58817.646 eV
**Gap between HOMO and LUMO (spin up / spin down)**: 7.6 / 5.1 eV
**Total charge**: +4
**Energy relative to the best compared isomer or geometry (same formula, charge and spin)**: 0.00 kcal/mol
**2S+1**: 5



No. 2
Below is C20H37N3O3 in the gas phase, with properties calculated with ωB97M-V/def2-TZVPD.

Cartesian coordinates (Å):
C: 2.476 -4.118 -0.171
C: 1.031 -3.885 0.263
C: 0.789 -4.484 1.646
C: 0.706 -2.389 0.283
N: 0.967 -1.781 -1.012
C: 1.276 -0.476 -1.149
O: 1.353 0.268 -0.185
C: 1.493 -0.031 -2.592
C: 2.556 -0.877 -3.303
C: 3.931 -0.647 -2.684
C: 4.331 0.825 -2.796
C: 5.715 1.060 -2.199
C: 3.283 1.686 -2.094
C: 1.885 1.448 -2.659
C: -0.772 -2.108 0.620
O: -1.664 -2.909 0.420
N: -0.953 -0.873 1.117
C: -2.263 -0.302 1.330
C: -2.600 0.746 0.269
C: -3.951 1.400 0.556
N: -3.996 1.993 1.881
C: -5.354 2.182 2.363
C: -5.305 2.686 3.805
O: -4.595 3.898 3.904
C: -3.285 3.738 3.414
C: -3.284 3.257 1.963
H: 2.690 -5.184 -0.199
H: 3.159 -3.651 0.536
H: 2.671 -3.704 -1.157
H: 0.350 -4.367 -0.447
H: -0.251 -4.363 1.934
H: 1.419 -3.997 2.388
H: 1.023 -5.546 1.639
H: 1.344 -1.874 1.011
H: 0.738 -2.336 -1.820
H: 0.530 -0.167 -3.103
H: 2.303 -1.939 -3.265
H: 2.583 -0.585 -4.356
H: 3.909 -0.935 -1.630
H: 4.671 -1.273 -3.189
H: 4.357 1.096 -3.858
H: 6.001 2.105 -2.296
H: 5.721 0.800 -1.143
H: 6.461 0.451 -2.706
H: 3.277 1.452 -1.029
H: 3.539 2.742 -2.203
H: 1.162 2.037 -2.092
H: 1.849 1.773 -3.701
H: -0.167 -0.231 1.089
H: -2.302 0.164 2.317
H: -2.981 -1.124 1.292
H: -2.641 0.273 -0.714
H: -1.807 1.497 0.243
H: -4.177 2.142 -0.230
H: -4.721 0.625 0.517
H: -5.879 1.225 2.332
H: -5.907 2.912 1.744
H: -6.310 2.887 4.179
H: -4.825 1.921 4.434
H: -2.805 4.715 3.497
H: -2.742 3.008 4.033
H: -2.254 3.116 1.635
H: -3.758 4.026 1.325

Properties
**LUMO energy**: 0.70 eV
**E_tot**: -31955.027 eV
**Gap between HOMO and LUMO**: 9.4 eV
**Energy relative to the best compared isomer or geometry (same formula, charge and spin)**: 2.03 kcal/mol
**Structure (SMILES)**: CC(C)[C@@H](NC(=O)[C@H]1CC[C@@H](C)CC1)C(=O)NCCCN1CCOCC1



No. 3
Below is a molecular structure, C20H37NO3SSiTl, with properties calculated with ωB97M-V/def2-TZVPD.

Cartesian coordinates (Å):
C: 0.120 -1.651 -2.106
C: -1.198 -1.638 -1.576
C: -1.116 -1.945 -0.183
C: 0.277 -2.164 0.138
C: 1.028 -2.000 -1.071
Tl: -0.115 0.291 0.342
C: -0.954 1.979 -1.158
C: 0.393 2.188 -1.596
C: 0.866 2.735 -2.753
N: 1.452 1.598 -0.500
H: -1.947 -2.108 0.502
H: -2.117 -1.473 -2.139
H: 0.644 -2.547 1.089
H: 2.099 -2.166 -1.182
H: 0.384 -1.477 -3.149
H: -1.656 1.489 -1.840
H: 2.179 1.166 -1.083
H: -1.366 2.640 -0.384
H: 0.136 3.116 -3.470
H: 1.931 2.806 -2.943
C: -1.368 -3.564 4.216
C: -1.808 -2.181 4.686
C: -3.070 -1.764 3.945
C: -2.087 -2.205 6.185
O: -0.700 -1.260 4.459
Si: -0.342 0.120 3.636
S: -1.741 0.739 2.281
O: 0.064 1.237 4.779
C: -0.620 2.335 5.437
C: -1.067 3.370 4.414
C: -1.811 1.798 6.221
C: 0.397 2.968 6.382
O: 1.048 -0.164 2.751
C: 2.449 -0.341 3.177
C: 3.313 -0.018 1.962
C: 2.799 0.601 4.318
C: 2.645 -1.783 3.620
H: -2.181 -4.286 4.379
H: -0.493 -3.905 4.783
H: -1.122 -3.562 3.146
H: -3.863 -2.498 4.156
H: -3.424 -0.779 4.276
H: -2.915 -1.730 2.860
H: -2.911 -2.900 6.399
H: -1.203 -2.546 6.739
H: -2.376 -1.211 6.551
H: -1.812 2.960 3.722
H: -1.508 4.227 4.944
H: -0.209 3.729 3.834
H: -1.482 1.045 6.950
H: -2.285 2.624 6.772
H: -2.564 1.358 5.554
H: 0.733 2.248 7.138
H: 1.270 3.336 5.828
H: -0.060 3.820 6.901
H: 3.122 1.003 1.605
H: 4.375 -0.100 2.228
H: 3.115 -0.714 1.137
H: 2.270 0.341 5.243
H: 3.877 0.520 4.528
H: 2.595 1.646 4.055
H: 1.985 -2.021 4.464
H: 2.442 -2.479 2.796
H: 3.686 -1.929 3.942

Properties
**LUMO energy**: 2.63 eV
**E_tot**: -52382.446 eV
**Gap between HOMO and LUMO**: 6.1 eV
**Total charge**: -1